(w)
Below is a 2-piece molecular cluster, CH4O3 overall, with properties calculated with ωB97M-V/def2-TZVPD.

Summary:
SMILES: O=CO.O
HOMO-LUMO gap (eV): 10.8
Charge: 0

CARTESIAN COORDINATES (ANGSTROEM)
O  -1.635  0.185  1.966
H  -1.463  0.515  2.877
H  -1.618  -0.795  2.049
O  1.886  -0.554  -2.646
O  0.505  0.915  -1.395
C  1.190  -0.234  -1.591
H  0.001  0.888  -0.536
H  1.133  -0.920  -0.723

(x)
Below is a 2-piece molecular cluster, CH4O3 overall, with properties calculated with ωB97M-V/def2-TZVPD.

Summary:
SMILES: O=CO.O
HOMO-LUMO gap (eV): 11.2
Charge: 0

CARTESIAN COORDINATES (ANGSTROEM)
O  -1.126  1.044  2.047
H  -0.868  0.727  2.942
H  -0.999  2.019  2.083
O  1.547  -1.200  -2.658
O  -0.373  -1.036  -1.390
C  0.979  -0.767  -1.653
H  -0.596  -0.668  -0.492
H  1.436  -0.120  -0.878

Going by the computed energies, the most stable comes first: (x), (w).